No. 1
Formula: C7H13BClNO13P3Si2
Source: OMol25
Level of theory: ωB97M-V with the def2-TZVPD basis set

Summary:
- Total charge: -1
- LUMO: 2.218 eV
- Frontier orbital gap: 0.310 Ha

CARTESIAN COORDINATES (ANGSTROEM)
Cl1 -0.540 -3.277 -1.564
P1 -1.751 -1.878 -0.616
P2 -2.617 1.509 -1.082
P3 -3.854 1.791 -2.835
Si1 1.783 0.225 -2.128
Si2 -1.125 -0.022 -1.810
O1 -3.100 -2.618 6.876
O2 -1.176 0.017 3.857
O3 -3.890 0.326 -3.484
O4 -0.315 -2.125 3.448
O5 -0.444 -1.744 7.873
O6 -0.157 -1.211 5.703
O7 0.357 0.537 -1.369
O8 -3.519 2.876 -3.776
O9 -3.176 -2.150 -1.433
O10 -0.744 0.906 1.829
O11 0.383 -1.764 1.335
O12 -5.349 1.978 -2.261
O13 -2.249 -1.899 4.917
N1 3.046 0.880 -1.161
C1 5.086 2.081 -0.711
C2 -2.224 -2.139 6.218
C3 -0.828 -1.680 6.742
C4 -0.124 -1.408 2.361
C5 -0.712 0.008 2.623
C6 4.231 1.137 -1.519
C7 4.925 0.516 -2.715
B1 -0.976 -1.304 4.485
H1 4.940 1.220 -3.551
H2 1.791 0.902 -3.450
H3 5.657 2.742 -1.368
H4 -3.138 -2.926 -1.993
H5 4.470 2.644 -0.015
H6 1.886 -1.238 -2.344
H7 4.440 -0.410 -3.020
H8 -1.177 -0.235 -3.282
H9 5.966 0.295 -2.470
H10 -1.863 2.691 -1.192
H11 5.818 1.507 -0.135
H12 -4.060 0.402 -4.432
H13 -5.670 2.839 -2.550

Atomic partial charges in e from the Mulliken method, atoms 1 to 4:
1. Cl -0.32
2. P 0.32
3. P -0.16
4. P 0.87

=====

No. 2
Formula: C29H57FN2O9PS
Source: OMol25
Level of theory: ωB97M-V with the def2-TZVPD basis set

Summary:
- Total charge: -1
- LUMO: 2.107 eV
- Frontier orbital gap: 0.257 Ha

CARTESIAN COORDINATES (ANGSTROEM)
S1 -3.154 -3.300 1.149
P1 2.599 -2.813 0.609
F1 3.149 -7.408 -0.223
O1 -4.489 -1.441 -0.135
O2 3.171 3.878 -0.423
O3 -8.689 3.201 1.718
O4 2.537 -4.142 1.731
O5 3.991 6.596 -1.649
O6 3.391 -3.900 -0.548
O7 -6.332 4.693 0.398
O8 -5.429 2.131 1.851
O9 3.792 3.678 -3.438
N1 -4.237 -3.267 -1.391
N2 -4.941 -2.308 -2.133
C1 -5.057 -1.268 -1.361
C2 4.437 4.506 -0.513
C3 -5.858 4.500 1.724
C4 2.952 0.447 1.085
C5 3.407 -5.210 1.434
C6 4.391 6.015 -0.418
C7 3.876 -5.080 -0.021
C8 1.783 -1.702 1.914
C9 4.360 -2.461 1.306
C10 2.458 -0.367 2.275
C11 1.408 0.521 3.009
C12 5.484 -2.397 1.720
C13 -3.995 -2.705 -0.236
C14 3.428 -6.232 -0.938
C15 4.539 2.722 -4.155
C16 -9.777 3.678 2.473
C17 0.906 -3.225 -0.228
C18 -7.218 3.717 -0.126
C19 2.729 3.086 -2.706
C20 4.438 -6.543 -2.006
C21 2.312 3.964 -1.548
C22 0.068 -4.316 0.425
C23 3.444 7.881 -1.484
C24 -1.221 -4.591 -0.391
C25 -4.536 1.108 1.456
C26 -8.621 3.790 0.432
C27 -4.820 3.409 1.857
C28 3.979 -7.677 -2.930
C29 -2.450 -4.822 0.470
H1 -1.074 -5.497 -0.980
H2 3.241 -0.534 3.008
H3 4.989 4.141 0.356
H4 -1.399 -3.780 -1.092
H5 -8.934 4.840 0.477
H6 2.085 0.771 0.510
H7 -7.280 3.941 -1.193
H8 -4.143 1.301 0.451
H9 -9.738 3.197 3.448
H10 -3.702 1.020 2.162
H11 -9.302 3.244 -0.237
H12 -5.528 -0.337 -1.610
H13 0.746 -1.547 1.619
H14 2.498 -5.921 -1.418
H15 5.390 -6.828 -1.557
H16 4.293 -8.646 -2.558
H17 5.344 3.248 -4.665
H18 1.349 3.592 -1.191
H19 2.168 4.999 -1.865
H20 3.445 1.342 1.467
H21 -4.102 3.493 1.032
H22 -3.230 -5.299 -0.120
H23 -10.732 3.434 1.994
H24 3.919 2.211 -4.901
H25 1.762 -2.293 2.827
H26 3.667 -0.078 0.463
H27 4.598 -5.633 -2.579
H28 0.311 -2.317 -0.342
H29 4.977 1.979 -3.480
H30 -5.378 5.445 1.989
H31 0.640 -5.239 0.432
H32 5.395 6.388 -0.170
H33 1.382 0.328 4.079
H34 3.696 6.302 0.380
H35 4.249 -5.203 2.127
H36 -5.086 0.178 1.447
H37 2.826 -6.109 1.630
H38 1.150 -3.579 -1.229
H39 3.032 2.107 -2.317
H40 0.418 0.290 2.620
H41 4.370 -7.553 -3.936
H42 3.129 8.235 -2.464
H43 4.185 8.580 -1.076
H44 6.488 -2.381 2.060
H45 -4.285 3.539 2.808
H46 -2.244 -5.458 1.325
H47 2.569 7.855 -0.823
H48 1.873 2.952 -3.382
H49 4.980 4.185 -1.404
H50 1.589 1.573 2.792
H51 -9.709 4.764 2.616
H52 -6.683 4.342 2.422
H53 -6.806 2.711 -0.022
H54 -0.200 -4.044 1.445
H55 4.975 -5.096 -0.033
H56 2.732 -1.799 -0.392
H57 2.893 -7.696 -2.988

Atomic partial charges in e from the Mulliken method, atoms 1 to 4:
1. S -0.13
2. P 2.06
3. F -0.46
4. O -0.17